No. 1
78
Properties=species:S:1:pos:R:3:forces:R:3 method="wB97M-V/def2-TZVPD" total_charge=+1 e_homo_ev=-10.25 e_above_lowest_kcal_mol=4.5 largest_force_ev_per_a=0.86 energy_ha=-2318.620521 homo_lumo_gap_ev=6.09 e_lumo_ev=-4.15
Sb 1.105538 -0.440868 0.689555 0.282 -0.008 0.164
Rh -1.038308 -0.724866 -0.631382 -0.345 0.778 -0.134
F -0.603796 -3.494067 0.346891 -0.085 0.117 0.126
F -1.409087 -3.284286 -1.742117 0.145 -0.055 -0.039
O -5.186249 3.419178 -4.049724 -0.057 0.236 -0.112
O -6.313412 3.295125 -2.068674 -0.137 0.220 0.024
N -0.373883 -0.482359 -2.612518 0.102 -0.241 0.122
N -2.376577 -0.680439 0.961877 0.222 -0.190 0.074
N -2.623912 0.181345 -1.483124 0.113 -0.443 0.105
C 3.123521 -1.057744 0.818706 -0.008 0.008 0.041
C 0.762406 -0.038047 2.737792 -0.044 -0.006 -0.001
C -3.516318 0.002847 0.690754 -0.028 0.022 -0.001
C 2.831927 -3.201033 -0.525361 0.026 0.013 -0.002
C 0.749966 -0.946648 -3.166106 -0.030 0.044 0.054
C 1.021091 -2.524768 3.215894 0.025 0.033 -0.015
C -4.492492 0.170559 1.655842 -0.045 -0.004 -0.017
C 5.778680 -1.666081 1.302520 -0.020 0.005 -0.011
C 3.050815 1.176309 -1.667935 -0.018 -0.028 -0.013
C 3.649826 -2.237842 0.290293 -0.042 -0.019 0.033
C -5.442585 3.028733 -2.904801 -0.220 -0.117 -0.127
C 3.908673 -0.201491 1.588387 0.039 0.004 -0.007
C -0.315829 2.072581 -0.082165 -0.037 -0.089 0.056
C -3.624752 0.558804 -0.673452 0.023 -0.005 -0.019
C -2.225207 -1.242409 2.166915 0.025 0.016 -0.068
C 0.751719 -1.105741 3.645181 -0.022 0.015 0.007
C -2.469362 0.681594 -2.716504 -0.045 -0.004 0.020
C 0.910500 1.431131 -0.297648 0.160 0.055 -0.076
C 0.293805 1.524853 4.512910 0.000 -0.034 0.025
C 1.721816 1.821956 -1.376912 -0.010 0.014 0.054
C 5.241013 -0.499408 1.824939 0.000 -0.002 -0.016
C -0.746544 3.099458 -0.913334 -0.011 0.025 0.000
C 1.271723 2.854156 -2.192458 -0.013 -0.009 0.004
C 0.050624 3.483560 -1.975828 0.007 0.005 -0.013
C 0.489342 -0.824337 4.982187 0.014 -0.002 0.005
C -0.923739 0.548058 -4.692570 -0.033 0.006 -0.034
C -1.223933 0.242580 -3.376126 -0.006 -0.001 -0.015
C -4.456283 1.955677 -2.411005 0.271 -0.148 0.146
C -4.578291 1.445408 -1.124110 0.033 -0.017 0.040
C 4.988013 -2.521849 0.550997 0.023 0.013 -0.007
C 0.546287 1.266098 3.172990 0.057 0.037 -0.030
C 0.256710 0.473790 5.415722 0.003 0.003 -0.036
C -3.393750 1.571965 -3.218779 0.056 -0.030 0.006
C -4.313924 -0.387799 2.910772 -0.007 0.011 0.021
C 1.104300 -0.689910 -4.473875 0.001 -0.014 -0.013
C -3.165314 -1.116356 3.169032 -0.031 -0.006 -0.013
C 0.254058 0.081729 -5.248687 -0.002 0.025 -0.009
B -0.976525 -2.682934 -0.641746 -0.382 -0.254 -0.407
H 0.055766 0.662287 6.461941 0.005 0.004 0.003
H 0.497983 0.311228 -6.277069 -0.003 -0.011 -0.002
H 3.373379 -4.131273 -0.686567 -0.007 -0.002 0.023
H -5.386908 0.728255 1.418815 -0.001 -0.003 -0.010
H 6.814438 -1.917289 1.487347 0.004 0.002 0.001
H 5.848112 0.170510 2.418364 0.002 -0.003 0.005
H -3.341204 2.040627 -4.193844 0.037 -0.023 -0.010
H 2.082292 -2.672896 3.004015 0.031 0.001 -0.005
H 0.467080 -2.803248 2.312805 0.071 0.001 0.033
H -5.408910 1.818047 -0.537254 0.014 -0.018 0.032
H -1.320128 -1.809717 2.319615 -0.089 0.030 -0.021
H -1.617221 1.137421 -5.274608 -0.010 -0.004 0.001
H 1.376241 -1.546894 -2.525396 0.030 -0.025 0.026
H 0.737984 -3.229623 3.995846 0.007 -0.005 0.002
H 2.023819 -1.096619 -4.869191 0.003 0.009 -0.004
H -0.952453 1.773296 0.746068 0.044 0.042 0.047
H 2.983250 0.086402 -1.714068 -0.001 0.025 0.012
H 2.618176 -2.788276 -1.512316 -0.033 -0.011 -0.051
H -0.273095 4.275823 -2.637872 -0.001 0.007 -0.003
H 5.413521 -3.437895 0.160126 0.002 0.002 -0.001
H 3.783178 1.412300 -0.895317 0.014 0.003 0.021
H 1.891225 3.170567 -3.023129 0.005 0.007 0.000
H 0.473838 -1.639026 5.696247 0.002 0.003 0.007
H 3.485620 0.700572 2.017810 -0.007 -0.003 -0.004
H 0.133446 2.541785 4.844600 -0.008 -0.001 0.006
H 1.885702 -3.447908 -0.041761 -0.012 0.006 0.004
H -2.989531 -1.586802 4.125368 -0.003 0.010 0.006
H -1.696515 3.585825 -0.732656 -0.010 0.000 0.002
H 3.445493 1.520924 -2.622418 -0.006 0.015 0.004
H -5.071319 -0.261261 3.672423 0.000 -0.006 -0.002
H 0.594460 2.096648 2.478859 -0.028 -0.032 -0.018

***

No. 2
87
Properties=species:S:1:pos:R:3:forces:R:3 method="wB97M-V/def2-TZVPD" multiplicity=3 total_charge=-2 e_homo_ev=-0.96 e_above_lowest_kcal_mol=0.0 largest_force_ev_per_a=5.39 energy_ha=-3609.751443 homo_lumo_gap_ev=4.86 e_lumo_ev=3.91
Pr -1.776844 0.193193 -2.631671 1.016 0.233 5.286
S -2.045144 0.359793 -5.095771 -0.828 1.357 -4.620
F -1.641844 7.882293 3.711029 0.026 -0.282 -0.059
F -0.984944 8.877993 1.927029 0.084 -0.156 -0.168
F -3.078944 8.799693 2.404729 -0.227 -0.165 -0.182
F 2.968556 1.986693 2.543629 0.103 -0.355 -0.171
O -2.371144 1.665793 -4.429971 0.033 -0.207 -0.420
O -0.659344 0.038693 -4.620971 0.219 -0.211 -0.690
O -0.017744 -3.751007 -2.761571 -0.162 0.149 -0.068
O -2.945244 -0.619907 -4.393371 -0.266 -0.591 -0.851
O 0.251856 0.187593 -1.227671 0.296 -0.334 0.036
O -4.515644 -2.963607 -3.070771 0.549 -0.324 0.401
O -1.224144 -1.955007 -2.210671 -0.167 -0.198 -0.226
O -2.204844 0.374093 -6.531071 0.165 -0.210 0.691
O -5.252144 -0.804707 -2.944271 0.114 0.313 0.413
N 5.079556 -0.933907 5.927329 -0.459 -0.298 0.382
N 3.155456 -2.609107 -0.492171 -0.649 -0.115 -0.536
N 5.040956 0.063793 3.051329 -0.441 0.013 -0.541
C 1.061456 -0.731207 -0.934671 0.201 0.035 0.154
C -2.317844 2.138493 -1.160171 -0.181 0.556 0.214
C -1.031644 4.765093 0.856729 -0.117 -0.056 -0.073
C -2.273744 3.192693 -0.542871 -0.132 -0.145 -0.021
C 3.035656 0.814193 1.847029 -0.753 0.458 -0.277
C 4.775756 0.836393 4.255329 0.094 0.618 0.810
C -1.954244 8.055093 2.401829 0.155 0.622 0.418
C -6.787844 -1.613507 -6.168071 -0.077 0.002 -0.180
C -6.339644 -2.922907 -6.249471 -0.089 0.008 -0.132
C -0.160244 -2.632907 -2.269071 1.261 -0.844 0.380
C 1.043756 -2.054807 -1.503271 -0.686 0.044 -0.274
C -2.214544 4.401393 0.190729 0.037 0.319 0.150
C -0.955444 5.936793 1.571729 -0.324 0.397 0.117
C -3.569844 0.006093 0.925129 0.036 0.028 0.148
C -2.728244 -0.898207 1.552329 -0.201 0.115 -0.133
C 2.076656 -2.901207 -1.268071 0.337 0.293 0.192
C 2.105056 -0.522407 0.059729 0.007 -0.154 -0.040
C 6.502756 -1.882707 3.612729 0.096 0.132 -0.323
C -6.462044 -0.792307 -5.097071 0.255 -0.034 0.360
C 3.142556 -1.457107 0.268629 -0.239 0.552 0.135
C 4.084156 -0.103107 2.093229 0.484 -0.334 0.244
C -2.066144 6.783493 1.640529 -0.068 -0.183 -0.164
C -3.315944 5.268393 0.265829 0.109 -0.244 -0.092
C -2.446744 -2.114407 0.947129 -0.042 -0.219 -0.028
C -3.005644 -2.434507 -0.275471 -0.256 0.067 -0.007
C -5.235444 -2.675307 -4.180671 -0.640 0.645 -0.592
C 5.489156 0.367793 5.540529 -0.045 -0.166 0.207
C -3.246244 6.443593 0.979129 0.340 0.328 0.343
C 2.091056 0.619493 0.874029 0.400 0.004 0.307
C 6.348556 -0.537107 2.897129 0.366 -0.463 -0.009
C -4.105644 -0.291007 -0.318071 -0.367 -0.526 -0.149
C -5.549344 -3.480907 -5.254971 0.250 0.018 0.367
C 4.166956 -3.628307 -0.330371 0.281 -0.540 0.279
C 4.099956 -1.226107 1.251329 0.178 0.123 -0.018
C 3.828256 -4.578907 0.818029 0.087 0.201 -0.143
C -5.681844 -1.346307 -4.103471 -0.265 -0.854 -0.712
C -3.842444 -1.526507 -0.941071 -0.029 0.230 0.007
B -4.475144 -1.792607 -2.340171 -0.375 0.104 0.594
H 7.553956 -2.107407 3.788329 0.187 -0.034 -0.031
H 5.476856 -1.138507 6.848729 -0.090 0.108 -0.120
H -4.095144 7.111893 1.031529 -0.024 -0.032 -0.024
H 3.794156 -4.045307 1.763929 0.015 0.023 0.120
H -4.224344 5.005193 -0.253971 -0.052 -0.073 -0.053
H 4.567856 -5.374207 0.885529 0.054 -0.060 0.038
H 6.568656 -0.631007 1.826029 -0.059 0.170 0.042
H -6.594644 -3.524907 -7.110271 -0.040 0.000 -0.066
H -0.178644 4.108393 0.792129 0.070 -0.083 0.000
H -0.044544 6.216993 2.082629 0.076 -0.040 0.014
H 5.039556 1.894093 4.090229 -0.076 -0.088 -0.032
H 5.961456 -1.800307 4.577729 0.055 -0.028 0.228
H 6.594956 0.464093 5.394129 0.071 0.268 -0.167
H 7.073456 0.168993 3.318729 -0.094 -0.065 -0.103
H 6.065356 -2.703107 3.047329 -0.059 -0.183 -0.246
H -5.176144 -4.490007 -5.333371 0.042 -0.094 0.074
H -7.394844 -1.212607 -6.965771 -0.040 0.042 -0.104
H -2.794844 -3.388507 -0.731671 0.110 -0.065 -0.113
H 2.051056 -3.882807 -1.722171 0.023 -0.006 -0.058
H 3.709256 0.764593 4.469129 0.043 0.050 -0.020
H -6.776044 0.237393 -5.054671 -0.049 0.128 0.050
H -2.305944 -0.660807 2.516729 0.108 0.045 0.085
H 2.849956 -5.018907 0.640229 -0.089 -0.112 0.008
H -3.801144 0.947593 1.399529 0.042 0.119 -0.032
H 1.317156 1.351693 0.704529 -0.057 0.142 0.035
H 5.247356 1.155493 6.297529 0.065 0.118 -0.336
H 4.218656 -4.197907 -1.261471 0.028 0.164 0.019
H -4.795144 0.398093 -0.797671 0.240 0.058 0.034
H 4.872956 -1.949707 1.429529 0.051 -0.139 0.070
H -1.785644 -2.817707 1.431529 0.064 -0.072 0.059
H 5.140156 -3.157807 -0.171571 -0.112 -0.020 -0.106

***

No. 3
83
Properties=species:S:1:pos:R:3:forces:R:3 method="wB97M-V/def2-TZVPD" total_charge=-1 e_homo_ev="-3.25 / -3.08" e_above_lowest_kcal_mol=18.6 largest_force_ev_per_a=3.08 energy_ha=-8363.400087 homo_lumo_gap_ev="5.65 / 5.48" e_lumo_ev="2.40 / 2.40"
Se -1.306010 -2.204482 1.643198 0.071 -0.189 -0.012
Se 4.258133 -5.184717 2.501745 -0.113 -0.049 -0.041
Ti 0.207170 -0.184844 0.216289 0.456 1.749 2.495
P 0.410123 -3.367017 1.205278 -0.084 -0.271 0.387
P 4.399225 -4.122867 0.687932 0.348 0.026 0.390
O 1.831920 1.934632 -1.739286 0.209 -0.121 -0.349
O -2.448252 0.653227 -1.394587 -0.097 -0.150 -0.013
O -0.928087 -0.984294 -1.149192 -1.178 -0.256 -1.201
O 0.062157 2.793713 -0.585566 -0.096 0.471 -0.129
N -1.202139 1.051774 1.322493 -0.636 0.293 0.007
N 1.604701 -1.478524 -0.330921 1.533 -2.024 0.009
N 1.222910 -0.041323 2.093087 0.219 -0.329 0.738
N 3.657720 -1.994674 -0.654336 0.122 -0.044 -0.050
N 2.709304 -1.183785 -1.001738 -0.102 0.120 -0.058
C 0.905073 -4.189066 2.733566 -0.083 -0.021 -0.073
C -0.839131 -5.272353 -2.156216 0.034 -0.129 -0.093
C 0.076048 -6.309353 -2.279398 -0.069 0.066 -0.007
C 4.504671 -5.214948 -0.762883 -0.175 -0.028 -0.165
C 6.046913 -2.048195 1.479726 -0.052 -0.021 -0.021
C 1.452304 -3.392061 3.734310 0.055 0.025 -0.057
C 4.628588 -6.589532 -0.594216 0.061 0.080 0.061
C 0.573925 -5.514584 2.986168 0.023 0.075 -0.049
C 0.447835 5.157629 -1.202932 -0.088 -0.139 0.059
C 5.952842 -3.171036 0.662887 -0.021 -0.077 -0.013
C 1.799276 3.278777 -1.914359 -0.183 0.170 0.149
C -2.008437 1.799537 1.005501 -0.006 -0.030 0.186
C 8.250462 -2.884561 0.016071 0.047 -0.017 -0.001
C -3.017517 2.756521 0.623091 -0.124 0.143 -0.103
C 1.846221 -2.520083 0.511252 0.487 -0.208 -0.716
C 3.186734 -2.867776 0.276332 -0.404 0.170 0.045
C 8.336274 -1.756160 0.815311 0.029 -0.006 -0.007
C 1.406298 -5.275552 5.224180 -0.007 -0.055 0.017
C 1.108841 -5.655148 -0.213770 -0.134 0.104 0.101
C 2.656664 4.092508 -2.623469 -0.003 -0.223 -0.003
C -0.790934 -4.427901 -1.059031 -0.036 0.049 0.241
C 0.839888 -6.061578 4.231102 -0.006 -0.006 0.026
C 1.316112 5.986154 -1.915573 0.044 0.076 -0.049
C 4.671915 -6.881296 -2.980286 -0.006 -0.019 0.089
C 0.715907 3.805164 -1.207822 0.164 -0.054 -0.105
C -2.033508 -0.493703 -1.554115 -0.211 -0.073 -0.430
C 7.060279 -3.595372 -0.058436 -0.159 -0.015 -0.003
C 3.194542 1.346197 1.231912 0.079 0.111 0.403
C 4.718074 -7.419980 -1.701307 0.010 -0.026 -0.117
C 7.232927 -1.340931 1.551316 -0.011 0.026 0.028
C 1.047478 -6.502151 -1.305405 0.021 -0.106 -0.053
C 0.177471 -4.623114 -0.080206 0.140 -0.077 -0.178
C 4.539921 -5.508754 -3.149542 -0.002 -0.051 -0.109
C 2.398521 5.464306 -2.608807 0.007 0.093 -0.013
C 1.894880 0.644703 1.364697 -0.711 0.002 -1.604
C 1.702839 -3.942133 4.978489 0.069 0.030 0.012
C 4.456405 -4.673552 -2.048391 0.008 0.012 0.092
B 0.753915 1.562695 -0.889500 0.186 0.834 0.250
H 3.058448 6.134163 -3.146280 -0.008 -0.011 -0.008
H 5.181449 -1.737270 2.053025 0.014 0.057 0.012
H 4.497989 -5.090076 -4.147330 -0.003 0.020 0.017
H -0.405990 5.557539 -0.669893 0.035 -0.003 0.036
H -3.603271 3.052379 1.492139 0.016 0.023 -0.006
H 3.269353 2.142969 1.978131 0.063 -0.012 -0.009
H 9.109661 -3.216559 -0.553562 -0.002 0.014 0.002
H -1.585207 -5.114769 -2.924828 -0.006 0.009 0.013
H 6.983932 -4.477484 -0.681786 0.077 0.019 -0.023
H 1.144560 7.055686 -1.923513 -0.013 -0.012 -0.009
H 1.766613 -7.305748 -1.404052 0.021 0.025 -0.003
H 3.494918 3.674616 -3.165845 0.002 0.007 0.014
H 4.736488 -7.532191 -3.843542 -0.003 0.011 -0.010
H 4.353958 -3.601405 -2.168403 0.001 -0.047 -0.051
H 2.147455 -3.335816 5.757319 -0.022 0.024 -0.012
H 3.993311 0.622078 1.411536 0.042 0.045 0.023
H 9.262493 -1.197507 0.868256 0.000 -0.006 -0.001
H 0.607025 -7.101392 4.423983 -0.016 0.012 0.010
H -3.650481 2.295233 -0.133103 0.035 -0.041 0.009
H 0.116060 -6.113813 2.209628 0.008 -0.040 0.043
H 3.328650 1.764001 0.238107 -0.038 -0.025 -0.022
H 7.299429 -0.462474 2.180764 -0.011 0.000 -0.008
H -1.486355 -3.604956 -0.948846 0.013 0.030 -0.036
H 4.822233 -8.489449 -1.565662 -0.009 0.000 0.006
H 1.874551 -5.788139 0.543507 0.053 -0.048 -0.026
H -2.671328 -1.209217 -2.118197 0.123 0.011 0.018
H 1.669810 -2.348495 3.527096 -0.021 0.027 0.034
H 0.037006 -6.963359 -3.142035 0.010 -0.006 0.008
H 4.656483 -6.993792 0.410709 -0.012 0.009 0.005
H 1.611496 -5.702736 6.198340 0.011 -0.003 -0.010
H -2.520888 3.620468 0.183567 0.010 0.001 0.023